Here is a single C20H20N2O4 molecule in a non-equilibrium geometry from OMol25. Energies are from ωB97M-V/def2-TZVPD.

Results
Charge: 0
Spin multiplicity: 1
F_max, hartree/bohr: 0.3650
SMILES string: COc1cc2[nH]c(C(=O)N3CCc4ccccc43)cc2c(OC)c1OC
Highest occupied orbital energy, eV: -8.38
Calculated total energy, eV: -32214.849

Each line ends with the Löwdin charge.
Cartesian coordinates (Å):
C -1.44505 -4.37687 4.18611  -0.28
O -1.18076 -3.15662 4.39023  -0.10
C -1.08895 -2.36291 3.08252  -0.15
C 0.05072 -1.81364 2.66635  0.06
C 0.25085 -0.88660 1.61282  -0.13
N 1.25660 -0.07563 1.12330  0.11
C 1.05059 0.17798 -0.13254  -0.18
C 2.13576 1.16880 -0.62049  -0.16
O 3.40288 0.70083 -0.26084  -0.08
N 1.81778 1.69513 -1.75885  0.02
C 0.66183 1.94751 -2.24608  -0.21
C 0.72435 3.09723 -3.38510  -0.01
C 2.22496 3.19438 -3.60499  -0.23
C 3.04878 3.99892 -4.29340  -0.12
C 4.27249 4.10902 -4.15142  -0.18
C 4.93043 3.41813 -3.22801  -0.05
C 4.30317 2.39463 -2.28324  0.22
C 2.65643 2.50726 -2.62363  -0.04
C -0.23592 -0.13538 -0.41200  0.11
C -0.82106 -0.89278 0.73634  -0.12
C -1.82206 -1.46987 1.09322  -0.13
O -2.98201 -1.19147 0.03198  -0.13
C -4.16466 -2.04480 0.19131  -0.08
C -1.98537 -2.22369 2.13015  -0.07
O -3.48764 -2.84742 2.39621  -0.21
C -3.95347 -2.16085 3.72349  0.01
H -1.60349 -4.89903 5.20005  0.10
H -0.42197 -4.90348 3.54847  0.16
H -2.44010 -4.70608 3.57949  0.12
H 0.89330 -1.74703 3.44857  0.16
H 2.28526 -0.08956 1.46687  0.21
H -0.15947 2.10047 -1.70436  0.11
H 0.15266 1.27098 -2.72997  0.09
H 0.20632 2.86111 -4.50475  0.17
H 0.20273 4.06945 -3.16509  0.12
H 2.52082 4.69506 -5.06002  0.17
H 5.09184 4.79692 -4.78097  0.19
H 5.87350 3.37949 -3.02550  0.03
H 4.74527 2.12079 -1.52984  -0.03
H -0.81311 0.16646 -1.10714  0.04
H -4.79670 -1.38448 0.97226  0.13
H -4.07468 -3.03349 0.17851  0.03
H -4.56076 -1.54493 -0.78904  0.12
H -4.89097 -2.83374 3.72784  0.12
H -4.28604 -0.97880 3.41105  0.16
H -3.54509 -2.11142 4.50016  -0.07